Record 1
{
  "formula": "C44H108AsF18N7O15",
  "method": "ωB97M-V with the def2-TZVPD basis set",
  "symbols": ["C", "C", "C", "O", "C", "N", "H", "H", "H", "H", "H", "H", "H", "H", "H", "H", "H", "H", "C", "C", "C", "O", "C", "N", "H", "H", "H", "H", "H", "H", "H", "H", "H", "H", "H", "H", "C", "C", "C", "O", "C", "N", "H", "H", "H", "H", "H", "H", "H", "H", "H", "H", "H", "H", "C", "C", "C", "O", "C", "N", "H", "H", "H", "H", "H", "H", "H", "H", "H", "H", "H", "H", "C", "C", "C", "O", "C", "N", "H", "H", "H", "H", "H", "H", "H", "H", "H", "H", "H", "H", "C", "C", "C", "O", "C", "N", "H", "H", "H", "H", "H", "H", "H", "H", "H", "H", "H", "H", "C", "C", "C", "O", "C", "N", "H", "H", "H", "H", "H", "H", "H", "H", "H", "H", "H", "H", "As", "F", "F", "F", "F", "F", "F", "C", "O", "O", "C", "F", "F", "F", "C", "C", "H", "H", "H", "H", "H", "H", "C", "O", "O", "C", "F", "F", "F", "C", "C", "H", "H", "H", "H", "H", "H", "C", "O", "O", "C", "F", "F", "F", "C", "C", "H", "H", "H", "H", "H", "H", "C", "O", "O", "C", "F", "F", "F", "C", "C", "H", "H", "H", "H", "H", "H"],
  "xyz": [[3.294, -8.165, -0.354], [3.128, -9.457, -0.905], [4.181, -10.443, -0.447], [4.022, -11.820, -0.988], [4.694, -12.902, -0.394], [1.744, -10.055, -0.666], [1.529, -10.902, -1.171], [1.361, -10.033, 0.269], [1.037, -9.479, -1.100], [2.621, -7.357, -0.641], [4.246, -7.735, -0.667], [3.337, -8.084, 0.732], [3.160, -9.306, -1.984], [4.058, -10.439, 0.636], [5.191, -10.088, -0.653], [5.708, -12.624, -0.107], [4.782, -13.748, -1.076], [4.213, -13.219, 0.531], [-0.399, 1.070, 7.316], [-1.782, 1.688, 7.230], [-2.409, 1.898, 8.648], [-3.638, 2.570, 8.615], [-4.292, 2.598, 9.913], [-1.604, 3.090, 6.515], [-0.872, 3.580, 7.007], [-1.426, 2.950, 5.530], [-2.487, 3.560, 6.654], [-0.459, -0.002, 7.504], [0.256, 1.490, 8.079], [0.186, 1.090, 6.396], [-2.375, 1.161, 6.482], [-1.821, 2.551, 9.294], [-2.475, 0.944, 9.171], [-4.672, 1.661, 10.319], [-5.162, 3.249, 9.827], [-3.727, 3.049, 10.729], [-8.286, 2.294, -6.268], [-7.605, 2.353, -7.636], [-6.107, 2.706, -7.627], [-5.413, 1.723, -6.861], [-3.991, 1.737, -7.080], [-7.803, 0.984, -8.235], [-7.153, 0.769, -8.978], [-7.656, 0.402, -7.423], [-8.763, 0.870, -8.528], [-9.212, 1.728, -6.169], [-8.384, 3.236, -5.729], [-7.693, 1.763, -5.523], [-8.132, 2.992, -8.345], [-5.943, 3.736, -7.309], [-5.758, 2.531, -8.644], [-3.698, 1.319, -8.043], [-3.463, 1.147, -6.331], [-3.672, 2.735, -6.780], [6.221, 1.901, -4.355], [6.819, 1.316, -5.649], [7.132, 2.443, -6.626], [7.674, 1.771, -7.728], [8.059, 2.557, -8.807], [8.045, 0.447, -5.329], [7.787, -0.482, -5.026], [8.790, 0.409, -6.010], [8.431, 0.867, -4.496], [5.684, 1.150, -3.778], [5.452, 2.640, -4.580], [6.947, 2.413, -3.722], [6.159, 0.675, -6.234], [7.778, 3.243, -6.266], [6.209, 2.991, -6.818], [8.655, 3.423, -8.517], [7.203, 3.040, -9.279], [8.546, 1.904, -9.531], [5.440, 4.237, 2.876], [5.171, 5.612, 2.231], [5.258, 5.468, 0.733], [5.122, 6.796, 0.199], [4.784, 6.935, -1.170], [3.688, 5.995, 2.558], [3.494, 6.900, 2.153], [3.127, 5.270, 2.135], [3.504, 6.144, 3.540], [6.207, 3.637, 2.387], [4.532, 3.637, 2.924], [5.794, 4.422, 3.891], [5.834, 6.428, 2.522], [4.388, 4.887, 0.426], [6.182, 5.007, 0.385], [4.030, 6.188, -1.418], [5.643, 6.672, -1.787], [4.454, 7.969, -1.271], [-4.171, 6.593, -2.157], [-2.955, 7.501, -2.100], [-3.167, 8.920, -2.653], [-1.972, 9.672, -2.569], [-2.158, 10.873, -1.798], [-2.471, 7.476, -0.663], [-3.268, 7.462, -0.043], [-1.974, 6.616, -0.481], [-1.852, 8.257, -0.500], [-4.986, 6.834, -1.475], [-3.930, 5.556, -1.920], [-4.722, 6.626, -3.097], [-2.061, 7.151, -2.618], [-3.936, 9.335, -2.003], [-3.616, 8.859, -3.645], [-1.127, 11.219, -1.730], [-2.502, 10.601, -0.801], [-2.847, 11.575, -2.267], [-8.103, -7.067, 0.389], [-6.778, -6.254, 0.312], [-6.716, -5.140, 1.371], [-5.688, -4.215, 1.027], [-5.689, -2.910, 1.662], [-5.493, -7.063, 0.418], [-5.503, -7.905, -0.140], [-4.660, -6.584, 0.108], [-5.363, -7.346, 1.379], [-8.172, -7.959, -0.235], [-8.900, -6.378, 0.110], [-8.295, -7.450, 1.391], [-6.569, -5.901, -0.698], [-6.644, -5.434, 2.418], [-7.699, -4.684, 1.255], [-6.368, -2.228, 1.150], [-4.703, -2.455, 1.575], [-5.936, -2.826, 2.721], [-6.682, 4.482, 3.229], [-8.165, 5.236, 3.946], [-5.733, 4.840, 4.717], [-5.247, 3.730, 2.358], [-7.575, 4.124, 1.677], [-6.112, 6.103, 2.728], [-7.227, 2.904, 3.926], [1.606, 5.717, -8.192], [1.977, 5.096, -9.431], [2.737, 6.460, -7.767], [0.272, 6.547, -8.442], [-0.563, 6.079, -9.419], [-0.498, 6.624, -7.295], [0.497, 7.822, -8.673], [1.841, 3.691, -9.638], [2.311, 3.267, -11.110], [1.732, 3.769, -11.885], [3.372, 3.472, -11.256], [2.137, 2.194, -11.188], [0.763, 3.542, -9.704], [2.283, 3.030, -8.893], [1.469, 4.903, -7.480], [0.776, 1.356, 0.206], [2.050, 0.863, 0.671], [0.457, 2.427, 1.054], [0.754, 1.651, -1.325], [-0.491, 1.787, -1.702], [1.389, 2.790, -1.704], [1.336, 0.607, -1.968], [2.124, -0.573, 0.964], [3.666, -0.820, 1.066], [4.180, -0.641, 0.121], [4.097, -0.061, 1.717], [3.912, -1.829, 1.397], [1.690, -1.281, 0.258], [1.779, -0.827, 1.966], [0.107, 0.517, 0.394], [3.660, -3.768, 11.427], [4.619, -3.615, 10.313], [4.155, -4.880, 12.145], [3.392, -2.352, 12.131], [3.244, -1.266, 11.295], [2.227, -2.448, 12.707], [4.236, -2.002, 13.107], [3.956, -3.353, 9.094], [5.136, -3.136, 8.090], [4.778, -2.959, 7.076], [5.747, -2.299, 8.425], [5.723, -4.054, 8.055], [3.358, -2.442, 9.108], [3.370, -4.189, 8.711], [2.697, -4.065, 11.010], [-1.550, -10.288, 4.407], [-0.929, -9.067, 3.858], [-2.861, -10.197, 3.908], [-0.725, -11.624, 4.041], [-0.733, -11.762, 2.680], [0.529, -11.411, 4.379], [-1.102, -12.764, 4.580], [-1.138, -7.855, 4.645], [-0.611, -6.711, 3.782], [0.467, -6.691, 3.624], [-1.203, -6.686, 2.867], [-0.788, -5.716, 4.188], [-0.554, -7.790, 5.563], [-2.143, -7.594, 4.975], [-1.643, -10.217, 5.490]],
  "charge": 2,
  "lumo_ev": -4.41,
  "energy_ha": -7285.243275,
  "gap_ev": 1.75
}


Record 2
{
  "formula": "C3H10NO",
  "method": "ωB97M-V with the def2-TZVPD basis set",
  "symbols": ["C", "N", "C", "C", "O", "H", "H", "H", "H", "H", "H", "H", "H", "H", "H"],
  "xyz": [[-0.365, -1.409, 0.251], [-0.244, -0.045, -0.360], [-1.418, 0.861, -0.127], [1.331, 0.694, 0.105], [2.348, -0.047, -0.315], [-0.552, -1.555, 1.306], [-1.294, -1.750, -0.074], [0.463, -1.957, 0.002], [-0.074, -0.065, -1.411], [-2.399, 0.417, -0.423], [-1.550, 1.191, 0.854], [-1.470, 1.809, -0.829], [1.200, 1.646, -0.460], [1.259, 0.962, 1.193], [2.765, -0.752, 0.289]],
  "smiles": "C[NH+](C)CO",
  "charge": 1,
  "lumo_ev": -3.17,
  "energy_ha": -249.982188,
  "de_lowest_kcal_mol": 44.9,
  "gap_ev": 12.82
}


Record 3
{
  "formula": "C5H7N3",
  "method": "ωB97M-V with the def2-TZVPD basis set",
  "symbols": ["C", "C", "N", "N", "C", "C", "C", "N", "H", "H", "H", "H", "H", "H", "H"],
  "xyz": [[0.153, 0.308, -2.957], [-1.074, 0.020, -2.452], [-0.997, -0.172, -1.160], [0.221, 0.096, -0.844], [0.771, 0.098, 0.461], [0.216, -0.925, 1.431], [-0.166, 0.493, 1.557], [0.997, 0.409, -1.876], [0.306, 0.707, -4.036], [-2.056, 0.019, -2.861], [1.934, 0.423, 0.189], [0.925, -1.376, 2.159], [-0.409, -1.598, 1.006], [-1.262, 0.778, 1.199], [-0.019, 1.117, 2.487]],
  "smiles": "c1cnn(C2CC2)n1",
  "charge": 0,
  "lumo_ev": 1.20,
  "energy_ha": -358.883769,
  "de_lowest_kcal_mol": 84.5,
  "gap_ev": 10.64
}


Record 4
{
  "formula": "C3H7NO3",
  "method": "ωB97M-V with the def2-TZVPD basis set",
  "symbols": ["C", "N", "O", "H", "H", "H", "C", "C", "O", "O", "H", "H", "H", "H"],
  "xyz": [[-1.950, -0.474, 0.320], [-0.624, -0.271, 0.878], [-0.093, -1.296, 1.396], [-2.554, -1.109, 0.968], [-1.822, -1.005, -0.630], [-2.409, 0.505, 0.192], [1.647, 0.905, 0.342], [0.728, 0.022, -0.461], [0.598, 0.617, -1.687], [0.757, -1.310, -0.636], [0.158, 0.013, -2.303], [1.752, 0.489, 1.342], [2.598, 1.014, -0.173], [1.215, 1.900, 0.452]],
  "charge": 0,
  "lumo_ev": [-1.46, -1.40],
  "energy_ha": -398.805430,
  "de_lowest_kcal_mol": 145.7,
  "gap_ev": [7.94, 8.01]
}


Record 5
{
  "formula": "C9H11LiN5Te",
  "method": "ωB97M-V with the def2-TZVPD basis set",
  "symbols": ["Li", "C", "Te", "C", "C", "C", "C", "C", "C", "C", "H", "H", "H", "H", "H", "H", "H", "H", "N", "N", "N", "C", "N", "N", "H", "H", "H"],
  "xyz": [[-1.999, 0.410, -2.251], [2.649, 0.926, -1.132], [0.574, 0.941, -1.604], [0.176, 1.281, 0.468], [1.546, 1.363, 1.113], [1.650, 1.604, 2.483], [2.890, 1.679, 3.091], [4.045, 1.511, 2.334], [3.952, 1.269, 0.976], [2.703, 1.193, 0.357], [3.125, 1.705, -1.721], [3.055, -0.044, -1.407], [-0.406, 0.458, 0.877], [-0.381, 2.207, 0.587], [0.750, 1.736, 3.074], [2.959, 1.869, 4.154], [5.018, 1.570, 2.805], [4.853, 1.139, 0.387], [-5.721, -3.153, -1.969], [-4.494, -2.572, -1.766], [-3.483, -3.245, -1.259], [-2.514, -2.345, -1.346], [-2.953, -1.193, -1.873], [-4.249, -1.362, -2.134], [-5.798, -3.958, -1.365], [-6.448, -2.463, -1.849], [-1.499, -2.526, -1.032]],
  "charge": 1,
  "lumo_ev": -3.41,
  "energy_ha": -898.627801,
  "de_lowest_kcal_mol": 11.6,
  "gap_ev": 8.18
}


Record 6
{
  "formula": "C30H24ClNPV",
  "method": "ωB97M-V with the def2-TZVPD basis set",
  "symbols": ["V", "N", "C", "C", "C", "C", "C", "C", "C", "C", "C", "C", "C", "C", "H", "H", "H", "H", "H", "H", "H", "H", "H", "H", "Cl", "C", "C", "C", "C", "C", "C", "P", "C", "C", "C", "C", "C", "C", "C", "C", "C", "C", "C", "C", "H", "H", "H", "H", "H", "H", "H", "H", "H", "H", "H", "H", "H", "H"],
  "xyz": [[0.381, -0.818, 0.262], [0.189, -2.967, 0.508], [0.824, -3.523, -0.686], [0.052, -4.316, -1.521], [0.596, -4.839, -2.684], [1.919, -4.554, -2.991], [2.672, -3.753, -2.149], [2.154, -3.204, -0.974], [2.995, -2.305, -0.120], [4.338, -2.626, 0.067], [5.170, -1.766, 0.767], [4.658, -0.578, 1.272], [3.316, -0.276, 1.088], [2.437, -1.122, 0.402], [-0.750, -3.343, 0.597], [0.705, -3.262, 1.335], [-0.972, -4.547, -1.245], [-0.004, -5.461, -3.334], [2.364, -4.951, -3.893], [3.695, -3.516, -2.414], [4.743, -3.551, -0.325], [6.212, -2.019, 0.917], [5.302, 0.105, 1.812], [2.944, 0.658, 1.503], [0.169, -0.372, 2.632], [-0.506, 1.269, 2.898], [-0.694, 1.643, 4.211], [-1.189, 2.919, 4.451], [-1.479, 3.770, 3.395], [-1.288, 3.352, 2.085], [-0.793, 2.077, 1.810], [-0.538, 1.468, 0.120], [-1.958, 0.336, -0.110], [-3.079, 0.292, 0.729], [-4.070, -0.648, 0.519], [-3.965, -1.565, -0.525], [-2.868, -1.538, -1.366], [-1.865, -0.592, -1.155], [-0.765, 2.881, -0.968], [0.334, 3.711, -1.186], [0.205, 4.825, -2.000], [-1.012, 5.100, -2.612], [-2.102, 4.268, -2.407], [-1.983, 3.158, -1.581], [-0.454, 0.966, 5.018], [-1.340, 3.242, 5.472], [-1.857, 4.764, 3.588], [-1.518, 4.019, 1.264], [-3.169, 0.994, 1.549], [-4.937, -0.666, 1.166], [-4.750, -2.295, -0.679], [-2.784, -2.233, -2.191], [-1.041, -0.538, -1.869], [1.293, 3.494, -0.729], [1.058, 5.470, -2.166], [-1.107, 5.966, -3.254], [-3.048, 4.480, -2.886], [-2.840, 2.517, -1.417]],
  "charge": 1,
  "lumo_ev": [-2.60, -2.94],
  "energy_ha": -2957.699800,
  "de_lowest_kcal_mol": 0.0,
  "gap_ev": [7.64, 7.75],
  "spin_multiplicity": 4
}


Record 7
{
  "formula": "C7H16N2O3S",
  "method": "ωB97M-V with the def2-TZVPD basis set",
  "symbols": ["C", "C", "C", "O", "C", "N", "C", "S", "H", "H", "H", "H", "H", "H", "H", "H", "H", "H", "H", "N", "C", "C", "O", "O", "H", "H", "H", "H", "H"],
  "xyz": [[2.333, 1.560, -0.880], [2.331, 0.463, 0.163], [3.073, -0.810, -0.424], [3.200, -1.915, 0.415], [0.851, 0.128, 0.594], [0.179, -0.646, -0.446], [-0.877, -1.413, -0.153], [-1.757, -2.029, -1.423], [1.723, 1.240, -1.747], [3.325, 1.705, -1.226], [2.047, 2.403, -0.430], [2.764, 0.945, 1.096], [4.013, -0.501, -0.920], [2.466, -1.154, -1.127], [3.677, -1.827, 1.173], [0.465, 1.117, 0.705], [0.624, -0.509, 1.527], [0.104, -0.316, -1.408], [-1.193, -1.842, 0.860], [-3.447, -0.980, 1.420], [-2.698, 0.123, 1.077], [-2.796, 0.854, -0.002], [-3.546, 0.540, -1.075], [-1.997, 2.006, -0.206], [-3.088, -1.640, 2.043], [-4.312, -1.192, 1.049], [-1.906, 0.344, 1.792], [-3.066, 0.561, -1.872], [-2.494, 2.785, -0.574]],
  "smiles": "C[C@H](CO)CNC=S.NC=C(O)O",
  "charge": 0,
  "lumo_ev": 0.62,
  "energy_ha": -1009.632560,
  "de_lowest_kcal_mol": 62.0,
  "gap_ev": 8.20
}


Record 8
{
  "formula": "C28H36Cl2IMgNS",
  "method": "ωB97M-V with the def2-TZVPD basis set",
  "symbols": ["Mg", "C", "C", "C", "C", "C", "C", "C", "C", "C", "C", "C", "C", "C", "C", "C", "C", "C", "H", "H", "H", "H", "H", "H", "H", "H", "H", "H", "H", "H", "H", "H", "H", "H", "H", "H", "H", "H", "H", "H", "H", "H", "H", "H", "H", "H", "H", "Cl", "C", "C", "C", "C", "C", "Cl", "C", "S", "H", "H", "H", "I", "C", "C", "C", "C", "C", "N", "H", "H", "H", "H"],
  "xyz": [[0.104, -0.384, -0.332], [0.183, 1.950, 0.115], [0.355, 1.519, -1.254], [-0.930, 1.085, -1.738], [-1.864, 1.243, -0.665], [-1.209, 1.845, 0.433], [-1.995, 2.224, 1.691], [-2.898, 1.060, 2.160], [-2.911, 3.471, 1.473], [-1.020, 2.564, 2.817], [-1.460, 0.526, -3.057], [-1.182, 1.494, -4.218], [-2.936, 0.308, -3.062], [-0.764, -0.882, -3.407], [1.709, 1.706, -1.963], [1.557, 3.122, -2.571], [2.203, 0.625, -2.975], [2.794, 1.836, -0.867], [0.936, 2.438, 0.713], [-2.948, 1.118, -0.732], [-3.768, 0.823, 1.582], [-3.312, 1.292, 3.154], [-2.377, 0.143, 2.242], [-3.547, 3.406, 0.633], [-2.310, 4.392, 1.314], [-3.488, 3.654, 2.395], [-0.624, 1.604, 3.159], [-1.460, 3.059, 3.735], [-0.254, 3.219, 2.455], [-1.600, 2.463, -3.953], [-1.700, 1.264, -5.124], [-0.138, 1.705, -4.411], [-3.551, 1.197, -2.827], [-3.167, -0.376, -2.277], [-3.252, -0.086, -4.018], [-1.059, -1.722, -2.690], [0.326, -0.938, -3.402], [-1.018, -1.265, -4.442], [0.900, 3.088, -3.450], [2.549, 3.541, -2.889], [1.049, 3.766, -1.860], [1.470, 0.428, -3.718], [2.445, -0.362, -2.513], [3.143, 0.967, -3.464], [2.731, 2.738, -0.244], [3.771, 1.773, -1.225], [2.859, 0.975, -0.165], [0.086, -5.242, -0.137], [1.406, -4.513, 0.777], [1.880, -5.291, 1.810], [3.054, -4.871, 2.434], [3.681, -3.678, 2.019], [3.099, -2.859, 1.099], [3.978, -1.438, 0.684], [1.935, -3.315, 0.384], [1.210, -2.464, -0.946], [1.497, -6.219, 2.091], [3.526, -5.438, 3.194], [4.685, -3.440, 2.374], [-2.299, -2.424, 0.304], [-1.078, -1.981, 2.000], [-1.179, -2.697, 3.193], [-0.182, -2.501, 4.103], [0.837, -1.558, 3.912], [0.780, -0.807, 2.766], [-0.157, -1.078, 1.763], [-1.980, -3.372, 3.418], [-0.233, -3.108, 5.024], [1.607, -1.269, 4.661], [1.502, -0.051, 2.512]],
  "charge": 0,
  "lumo_ev": -0.12,
  "energy_ha": -2959.685428,
  "de_lowest_kcal_mol": 20.9,
  "gap_ev": 7.52
}